# C7H12ClFI2N3O4P2

C7H12ClFI2N3O4P2 as an isolated structure in a non-equilibrium geometry (the ωB97M-V functional and the def2-TZVPD basis, the Open Molecules 2025 dataset).

- Total charge: +1
- E_HOMO: -11.79 eV
- Kohn-Sham gap: 6.058 eV
- LUMO: -5.73 eV

Each line ends with the natural charge from an NBO analysis.
Atoms and positions in Å:
C1 -1.8749 0.1552 -3.3924  -0.693
C2 -1.2225 -1.0477 -2.5741  -0.140
I1 -0.7026 -2.8374 -3.7370  0.230
C3 -0.9872 -1.0110 -1.1542  -0.077
I2 -0.1351 -2.8577 -0.3029  0.211
N1 -1.3268 0.1622 -0.3284  -0.701
C4 -0.1282 0.6650 0.4177  0.776
N2 1.1022 0.8209 -0.3185  -0.139
F1 1.3526 2.0243 -0.8671  -0.156
C5 2.2451 -0.0239 0.0090  -0.375
C6 3.1606 -0.4677 -1.2538  0.772
O1 4.1108 0.2673 -1.6311  -0.526
O2 2.8836 -1.7138 -1.8644  -0.703
N3 -0.3321 0.9651 1.7009  -0.903
P1 -1.9237 0.7560 2.5566  1.228
C7 -2.0926 -1.1410 2.7166  -0.971
O3 -3.1991 1.4188 1.6361  -0.954
P2 0.9837 1.5965 2.7793  1.311
O4 2.0192 2.6360 1.9102  -0.957
Cl1 2.1750 -0.0790 3.4072  -0.293
H1 -3.0109 -0.0391 -3.4964  0.256
H2 -1.7177 1.1898 -2.9379  0.219
H3 -1.4710 0.0831 -4.4725  0.266
H4 -1.6241 0.9800 -0.8846  0.430
H5 1.9831 -0.9594 0.6350  0.282
H6 2.9646 0.5800 0.6865  0.227
H7 3.7498 -2.1388 -2.1030  0.518
H8 -1.1617 -1.6566 2.2664  0.256
H9 -3.0753 -1.5461 2.3097  0.283
H10 -2.0148 -1.3426 3.8531  0.272
H11 -3.6684 2.0975 2.1847  0.525
H12 2.9384 2.4644 2.2494  0.526